{"formula": "C54H138N9O21", "method": "ωB97M-V/def2-TZVPD", "total_energy_ha": -4211.7918, "homo_lumo_gap_ev": 2.2391, "e_lumo_ev": -7.18, "total_charge": 3, "e_homo_ha": -0.3462, "symbols": ["O", "O", "O", "O", "O", "O", "O", "O", "O", "O", "O", "O", "O", "O", "O", "O", "O", "O", "O", "O", "O", "N", "N", "N", "N", "N", "N", "N", "N", "N", "C", "C", "C", "C", "C", "C", "C", "C", "C", "C", "C", "C", "C", "C", "C", "C", "C", "C", "C", "C", "C", "C", "C", "C", "C", "C", "C", "C", "C", "C", "C", "C", "C", "C", "C", "C", "C", "C", "C", "C", "C", "C", "C", "C", "C", "C", "C", "C", "C", "C", "C", "C", "C", "C", "H", "H", "H", "H", "H", "H", "H", "H", "H", "H", "H", "H", "H", "H", "H", "H", "H", "H", "H", "H", "H", "H", "H", "H", "H", "H", "H", "H", "H", "H", "H", "H", "H", "H", "H", "H", "H", "H", "H", "H", "H", "H", "H", "H", "H", "H", "H", "H", "H", "H", "H", "H", "H", "H", "H", "H", "H", "H", "H", "H", "H", "H", "H", "H", "H", "H", "H", "H", "H", "H", "H", "H", "H", "H", "H", "H", "H", "H", "H", "H", "H", "H", "H", "H", "H", "H", "H", "H", "H", "H", "H", "H", "H", "H", "H", "H", "H", "H", "H", "H", "H", "H", "H", "H", "H", "H", "H", "H", "H", "H", "H", "H", "H", "H", "H", "H", "H", "H", "H", "H", "H", "H", "H", "H", "H", "H", "H", "H", "H", "H", "H", "H", "H", "H", "H", "H", "H", "H"], "coordinates": [[2.696989, 3.834122, 33.139084], [5.840267, 4.723363, 23.676002], [7.908378, 2.275552, 26.093322], [8.321251, 3.840516, 21.530330], [8.393607, 5.666347, 28.933123], [0.859122, -2.050650, 31.246446], [3.581639, 3.902777, 29.555976], [9.788455, 1.905917, 25.101119], [2.981653, 0.593059, 26.977265], [0.857636, 10.527368, 31.381777], [0.859319, 5.617199, 27.028095], [3.594973, -0.554804, 25.185273], [3.846501, 4.773196, 24.628320], [7.576510, 4.768973, 31.273534], [8.482953, -2.646305, 29.104931], [4.157125, 9.200438, 26.558747], [7.068476, 10.992120, 31.217758], [7.018758, 11.927285, 29.260432], [-1.204356, 3.219144, 30.110368], [1.664723, 3.030426, 34.960023], [8.442209, 6.253890, 26.851474], [4.440112, 8.988488, 22.696404], [-0.137070, -1.627234, 28.196923], [6.737893, 3.210771, 33.779899], [5.465413, -1.391803, 29.118668], [1.651702, 7.748000, 30.767212], [8.665806, 4.671996, 24.376922], [-2.177948, 3.702163, 33.134701], [-0.923049, 7.463114, 25.713111], [5.973136, 4.449553, 26.859545], [-2.821675, 3.259252, 31.838325], [9.644136, 4.109081, 22.080429], [-1.677222, -1.466082, 28.050727], [11.090537, 5.239586, 23.828347], [9.657634, 5.156590, 23.261581], [2.503607, 1.496909, 24.800768], [5.498332, 7.916876, 22.437710], [0.403430, -0.280010, 28.648455], [10.359933, 6.755268, 28.137195], [4.201452, 3.633919, 28.318147], [4.612927, 4.504544, 23.694308], [7.250431, 3.407358, 31.189439], [1.011992, 5.991324, 25.676809], [1.630000, 8.305707, 29.291167], [-1.979954, 2.400615, 30.905009], [0.520330, -1.870336, 26.822016], [5.626813, 10.114325, 29.519415], [4.580839, 8.572575, 25.387254], [0.337880, -2.799293, 29.135780], [2.362818, 3.912613, 34.332124], [7.612411, 4.982812, 20.884345], [9.689767, 1.430225, 27.428667], [2.720032, 5.180677, 35.048262], [8.249705, 2.737036, 33.921265], [-0.133750, -2.714379, 30.588373], [4.690877, 6.195192, 28.017096], [0.473166, 4.274564, 27.202711], [2.705356, 2.876179, 30.046963], [3.110230, 0.425854, 25.753482], [4.727160, -2.356695, 28.169284], [-1.788258, 2.531836, 34.040222], [6.557987, 4.679738, 34.251280], [3.887644, 4.185250, 22.436246], [-0.356150, 6.223509, 25.045022], [8.965939, 6.247687, 27.976973], [4.649608, 9.607360, 24.198686], [-0.241217, 6.570379, 23.571853], [-3.172556, 4.579024, 33.928882], [9.077320, 1.951136, 26.136520], [5.854083, 2.433362, 34.827360], [6.699161, 11.038030, 30.035121], [4.747722, 10.151456, 21.715186], [4.416834, -0.564015, 29.872569], [2.985194, 8.556114, 22.537698], [7.311616, -3.220149, 29.649345], [6.354549, -0.482928, 28.298513], [2.992898, 8.102596, 31.529208], [0.425588, 8.207737, 31.603558], [1.605742, 6.226454, 30.727616], [0.572749, 9.538271, 32.372994], [-0.875263, 4.616266, 32.918396], [5.211274, 4.735088, 28.139202], [6.226963, -2.229313, 30.204407], [6.257978, 3.048587, 32.351854], [8.596537, -3.044037, 28.238615], [-3.204420, 5.444873, 33.267525], [10.083070, 2.230375, 28.055700], [1.679275, 9.393771, 29.333697], [10.952195, 6.382115, 28.972713], [8.964597, 3.394788, 33.426910], [11.048677, 6.730546, 27.292739], [-0.968615, 1.933219, 33.642812], [-2.683766, 1.987887, 34.340712], [6.027025, 2.685025, 35.873710], [3.216948, 9.379358, 26.633938], [-1.220160, 5.346033, 32.185867], [0.673567, 7.962362, 28.896902], [5.898422, 4.647092, 28.980735], [6.786026, -4.046459, 29.170726], [6.807956, 5.012467, 26.780131], [-0.374184, 8.304614, 25.609518], [3.351514, 2.138017, 30.522034], [-0.374639, 9.800672, 32.843854], [6.087844, 1.984392, 32.188602], [5.790730, 10.446677, 21.600836], [4.934750, -0.031177, 30.670040], [4.660944, 2.646298, 28.278449], [6.873833, 0.177965, 28.992529], [4.028850, 0.229940, 29.234439], [-1.993306, -2.407461, 27.601277], [-0.564920, 5.062343, 33.863282], [11.081588, 5.844902, 24.734779], [-1.142194, 5.516307, 25.309768], [-4.087783, 3.987712, 33.957222], [-1.094514, -2.217899, 30.724485], [2.844284, 7.809832, 32.568576], [5.374599, 4.713016, 26.089842], [1.611411, 6.901167, 25.708093], [5.808191, 0.033208, 27.509089], [0.552242, 11.373673, 31.716577], [3.686546, -1.300131, 30.208595], [8.189880, 5.380814, 20.049951], [1.579437, -1.843891, 27.078302], [-1.773615, 3.821603, 29.626027], [9.231356, 6.085084, 22.881756], [4.208070, 6.563255, 28.922376], [10.209393, 3.289903, 22.524876], [-1.823207, 7.628631, 25.286010], [7.340174, 5.821257, 21.525433], [3.424074, 3.667040, 27.554798], [-2.191385, -1.351482, 29.004990], [4.597894, 10.472989, 29.491276], [1.421754, -0.442321, 29.001682], [3.992122, -1.768209, 27.620196], [7.702911, -3.649201, 30.571791], [1.402517, -2.955271, 28.961674], [1.558160, 5.243729, 25.101555], [0.133443, -2.793803, 26.391182], [8.402185, 1.806303, 33.374823], [8.242374, 2.958271, 31.239147], [10.392730, 0.683694, 27.059017], [5.494953, 9.163212, 30.035253], [-1.306029, 1.665659, 31.345183], [0.367905, -1.011669, 26.168132], [-2.797329, 4.766174, 34.935005], [11.592238, 4.322995, 24.138591], [3.881798, 7.699595, 31.043876], [-0.114728, -3.631302, 28.596328], [-0.301589, -3.716382, 30.983225], [2.686412, 8.381719, 21.504054], [-0.399168, 3.970538, 26.624171], [10.342554, 7.806385, 28.425208], [5.334830, 3.591917, 32.150094], [10.271947, 4.472711, 21.266970], [1.788518, 5.878868, 31.744411], [7.724033, 4.552163, 24.032238], [2.074739, 2.340838, 29.337149], [6.198459, 1.414493, 34.650110], [2.848367, 3.861606, 22.493213], [6.368693, 3.531415, 26.715804], [2.941995, 9.188357, 31.447776], [5.437059, 7.909706, 25.512094], [6.642207, -1.479486, 30.877764], [8.009040, 5.118499, 30.491007], [5.532734, 4.959132, 34.008585], [5.672496, 9.982817, 24.169617], [-2.593662, 1.748237, 30.283836], [1.457993, 1.199777, 24.720132], [0.330557, 7.466586, 23.331031], [-1.044747, 7.318472, 26.705260], [2.290546, 5.768274, 30.014028], [5.437418, 7.281009, 23.320914], [2.919501, 7.612037, 23.078535], [3.953270, 6.259327, 27.217142], [5.872899, 9.751731, 28.521377], [8.490892, 5.425037, 25.026869], [0.107345, 7.438816, 32.307535], [2.941023, 1.517024, 23.802588], [6.533061, 8.247240, 22.346684], [-0.154750, -0.079619, 29.562992], [7.284387, 5.226623, 33.650152], [1.369795, 9.515112, 33.116144], [9.037429, 0.807428, 28.040771], [8.926609, 3.817467, 24.847947], [-1.333333, 3.010804, 34.907245], [4.805974, 2.598540, 34.577791], [5.415889, -2.791148, 30.667651], [-0.416728, 8.272570, 30.914783], [5.417209, 6.966796, 27.761815], [2.572987, 5.029304, 36.117632], [-1.204098, 6.667183, 23.070264], [4.292606, 3.299709, 21.946429], [6.695183, 4.565743, 20.468577], [2.056751, 3.327856, 30.797568], [3.831804, 7.801939, 25.205121], [4.322332, -3.186959, 28.747982], [11.749610, 5.777106, 23.146579], [4.016077, 10.946368, 21.859771], [6.670102, 4.820565, 35.326313], [7.011134, -1.226639, 27.846981], [5.393986, -2.707669, 27.381717], [2.422120, 7.861766, 28.688206], [0.618026, 5.925697, 30.378234], [4.067621, 10.525054, 24.283705], [6.874637, 3.105719, 30.211751], [2.538386, 2.532102, 25.140282], [0.002980, 4.020305, 32.670150], [0.226820, 3.925591, 28.205515], [-1.873283, -0.596999, 27.422752], [8.500846, 2.727304, 34.981902], [-3.722249, 2.704310, 32.101206], [1.210932, 3.546389, 26.865713], [3.749246, 5.490642, 34.867335], [4.586954, 9.697089, 20.737528], [0.291756, 0.586783, 27.997064], [1.706572, -2.493923, 31.329753], [1.994681, 5.963129, 34.825259], [-3.276334, 4.120319, 31.348481], [0.273389, 5.770366, 23.039650], [5.240147, 7.482375, 21.471967], [3.854118, 5.109484, 21.859367], [2.346747, 9.286444, 23.034779]], "forces_ev_per_angstrom": [[0.5, 0.1, -1.5], [0.3, -0.2, 0.1], [-4.3, 1.8, 0.9], [0.0, 1.2, 0.4], [-0.1, 0.2, 0.8], [0.7, 2.1, 1.9], [-0.9, -0.3, 0.3], [0.6, 0.7, 0.4], [-0.4, 0.4, 2.3], [-0.1, -0.3, 0.1], [-0.3, 0.2, 0.9], [0.2, -0.8, 0.2], [-1.0, 0.5, 2.8], [-1.6, 0.1, 1.5], [-1.1, -0.1, -0.8], [1.2, 0.5, 1.1], [-0.2, -1.5, 1.1], [0.4, 1.0, -2.4], [1.3, 0.8, -1.0], [0.8, 1.5, -0.9], [-0.9, 0.5, -2.2], [1.3, 2.8, 1.0], [0.1, 1.5, -0.7], [0.7, 1.0, 2.1], [-1.2, -0.3, 0.2], [1.0, -0.9, 0.0], [0.5, 1.5, -1.7], [1.7, 0.4, 1.1], [-0.5, 0.0, 0.1], [-0.5, 0.6, 0.9], [-0.6, -0.9, 1.0], [-0.8, 1.6, 0.4], [1.4, -1.2, 0.0], [-0.4, 1.1, 0.4], [-0.3, -2.1, -0.1], [0.0, 0.1, 0.2], [-1.2, -0.2, 0.5], [-0.2, -0.8, 2.1], [1.4, 1.4, 0.8], [-1.0, 0.6, -0.1], [0.1, 1.0, -0.7], [1.4, 1.2, 1.1], [-0.4, -1.0, 0.3], [-0.4, -0.4, 1.7], [-0.3, -0.2, 0.1], [-0.2, 0.3, 1.0], [-0.8, -2.4, -0.7], [-2.5, -0.4, -1.2], [-2.5, 0.0, -2.0], [-2.0, -1.8, 1.1], [1.2, -1.5, 0.2], [0.1, -0.9, -0.3], [-0.1, 0.1, 1.5], [-1.1, 0.8, -0.3], [0.7, -1.1, -1.4], [-0.4, -0.4, -0.1], [-0.2, -1.8, -0.5], [0.7, 0.3, 0.4], [0.1, 0.4, -2.2], [0.5, 1.0, 0.1], [0.4, 1.0, 0.1], [0.6, -0.4, -1.3], [-0.5, -1.4, -1.3], [0.8, 1.6, -0.3], [0.2, -2.0, 0.7], [1.5, -1.2, -1.0], [-0.2, -0.8, -0.8], [0.8, -1.1, -1.5], [2.4, -1.6, -1.0], [0.9, -0.7, -1.9], [-0.2, 1.5, 1.6], [-1.0, -1.4, -0.7], [1.2, -0.3, -0.6], [1.2, -0.6, 0.6], [-0.4, 0.5, 2.4], [0.2, -1.3, 0.3], [-1.9, 1.2, -0.8], [0.1, 0.5, 0.0], [-0.6, 0.4, -0.2], [0.2, 0.1, -1.4], [-1.3, -1.2, 0.2], [1.2, 0.6, -0.6], [0.4, 0.7, -2.1], [0.9, -0.7, -1.5], [0.4, 0.2, -0.3], [-0.7, 0.3, 0.7], [0.4, -0.2, -0.2], [0.1, -0.2, 0.1], [-0.5, -0.7, 0.1], [-0.6, 0.7, 0.0], [-0.6, -0.3, -0.4], [-0.4, -0.1, -0.4], [0.1, -0.1, -0.3], [0.5, 0.5, -0.4], [0.1, -0.1, -0.6], [0.5, 0.0, 0.0], [-0.1, 0.1, 0.0], [0.3, 0.3, -0.2], [0.5, 0.1, -0.8], [1.1, 1.3, 0.5], [0.5, 0.3, -0.3], [-0.2, -0.2, 0.3], [-0.1, -0.5, 0.2], [-0.3, -0.2, 0.4], [0.0, 0.1, 1.2], [-0.1, -0.4, 0.3], [0.2, -0.2, 0.1], [0.1, 0.0, -0.3], [-0.4, -0.5, -0.5], [-0.3, 0.3, -0.2], [-0.7, 0.1, 0.2], [-0.1, 0.2, 0.1], [0.5, -0.6, -0.4], [-0.2, 0.5, 0.1], [0.2, 0.4, -0.1], [0.2, -0.3, -0.2], [-0.6, -0.2, -1.1], [0.0, 0.2, -0.3], [-0.3, 0.0, 0.3], [0.2, 0.3, -0.1], [-0.2, 0.5, 0.3], [0.3, -0.1, 0.0], [0.1, -0.4, -0.6], [-0.1, 0.0, -0.1], [0.3, 0.2, 0.4], [0.1, -0.4, 0.2], [-1.1, -1.0, -0.4], [-0.6, 0.4, 0.0], [0.2, -0.2, 0.6], [0.1, -0.2, -0.5], [0.4, 0.0, 0.1], [0.0, 0.9, -0.1], [0.1, 0.3, -0.6], [-0.3, 0.1, 0.1], [-0.5, -0.4, 0.4], [0.0, 0.6, 0.5], [0.3, -0.1, 0.0], [0.3, 0.1, 0.1], [-0.5, -0.3, 0.6], [-0.2, -1.2, 0.4], [0.8, 0.5, 0.5], [0.4, -0.3, 0.8], [0.1, 0.4, 0.7], [-0.3, -0.1, 0.1], [0.1, 0.1, -0.3], [-0.6, -0.4, -0.4], [-0.3, -0.1, 0.0], [-0.2, -0.3, 0.2], [0.1, -0.3, -0.1], [0.4, 0.3, 0.0], [-0.4, 0.5, -0.3], [-0.4, 0.4, -0.2], [-0.1, 0.1, 0.6], [0.2, 0.4, 0.0], [0.1, -0.3, -0.1], [-0.7, -0.7, -1.0], [0.2, 0.3, -0.8], [-0.7, -0.2, 0.3], [-0.2, 0.3, 0.9], [0.1, -1.3, 0.0], [0.8, 0.0, 0.2], [0.7, 1.0, 0.4], [0.1, -0.2, 0.0], [0.6, 0.4, -1.4], [0.2, -0.1, -0.3], [0.1, -0.1, -0.2], [-0.7, 0.2, 0.0], [-0.3, 0.1, -0.2], [0.1, 0.2, 0.5], [0.0, -0.2, 0.5], [0.5, 0.4, 0.2], [0.0, -0.8, -0.6], [-0.1, -0.1, 0.0], [-0.3, -0.3, -0.2], [0.0, 0.5, -0.4], [0.8, 0.5, 1.2], [0.7, -0.3, 0.0], [0.0, -0.5, 0.1], [-0.3, 0.9, 0.2], [-0.1, 0.2, 0.1], [-0.3, 0.4, 0.2], [-0.1, -0.2, 0.1], [-0.7, 0.4, 0.0], [0.5, -1.0, 0.2], [-0.1, -0.1, 0.2], [0.1, -0.1, -0.2], [0.3, -0.1, 0.3], [0.2, 0.3, -0.3], [0.6, -0.5, 0.2], [0.3, 0.0, 0.1], [-0.1, 0.0, 0.1], [0.7, 0.6, -0.6], [0.1, -0.2, 0.2], [0.3, 0.0, 0.2], [-0.3, -0.2, -0.8], [0.0, 0.1, 0.0], [-0.1, -0.1, -0.2], [0.4, 0.1, 0.1], [0.5, -0.5, -0.1], [0.5, 0.8, -0.1], [0.3, -0.1, 0.4], [0.2, 0.0, 0.5], [-0.3, 0.0, 0.2], [-0.6, -0.5, 0.1], [-0.7, -0.1, 0.0], [0.1, 0.0, 0.5], [-0.3, -0.3, -0.6], [0.3, 1.1, 0.5], [0.2, -0.3, -0.1], [-0.2, -0.4, -0.1], [0.1, -0.3, 0.5], [0.6, 0.3, -0.2], [-0.3, 0.3, -0.2], [-0.5, 0.1, -0.1], [0.1, -0.7, -0.6], [-0.3, -0.5, -0.1], [0.2, 0.2, -0.5], [0.6, 0.3, -0.2], [0.0, -0.2, 0.1], [-0.1, -0.5, 0.3], [0.5, -0.2, -0.6], [0.2, 0.2, -0.3]]}